The following is a quantum chemistry calculation of C23H27F3N5Na as an isolated structure, from OMol25.

Last column: Mulliken charge in e.
Element x y z (Å)
1 Na 0.242 0.574 -1.833  0.49
2 C 3.756 -1.605 2.552  -1.07
3 N 3.034 -1.684 1.295  0.27
4 C 3.906 -1.911 0.162  -1.23
5 C 2.023 -0.722 1.100  -0.51
6 N 1.918 0.096 0.140  -0.32
7 N 1.044 -0.864 2.097  0.05
8 C 0.070 0.064 2.452  0.32
9 N -0.960 -0.549 3.174  -0.44
10 N 0.156 1.293 2.153  -0.45
11 H 4.243 -2.561 2.758  0.37
12 H 3.071 -1.379 3.365  0.34
13 H 4.530 -0.822 2.523  0.31
14 H 4.481 -2.820 0.343  0.35
15 H 4.616 -1.083 0.005  0.43
16 H 3.313 -2.055 -0.739  0.33
17 H 2.738 0.074 -0.460  0.20
18 H 0.798 -1.832 2.240  0.34
19 H -0.693 -1.329 3.753  0.20
20 H -1.562 0.099 3.655  0.23
21 H -0.632 1.810 2.536  0.12
22 F -2.245 7.592 2.441  -0.28
23 C -0.946 7.219 2.524  0.92
24 F -0.237 8.372 2.418  -0.27
25 F -0.756 6.789 3.791  -0.28
26 C -0.563 6.200 1.494  0.41
27 C -1.055 6.319 0.198  -0.56
28 C -0.654 5.424 -0.777  -0.64
29 C 0.261 4.395 -0.491  0.71
30 C 0.727 4.282 0.828  -0.55
31 C 0.325 5.175 1.806  -0.54
32 C 0.717 3.502 -1.506  -0.04
33 C 1.140 2.740 -2.378  -1.17
34 H -1.762 7.103 -0.047  0.36
35 H -1.044 5.500 -1.784  0.42
36 H 1.377 3.456 1.073  0.29
37 H 0.692 5.062 2.819  0.38
38 C 0.414 -3.025 -1.091  -0.97
39 C -0.988 -2.473 -1.209  1.13
40 C -1.748 -2.614 0.084  -1.34
41 C -1.244 -1.299 -2.176  -1.70
42 C -1.718 -2.699 -2.537  1.76
43 C -3.175 -3.058 -2.506  -1.30
44 C -3.635 -4.239 -3.012  0.19
45 C -2.820 -5.153 -3.728  -1.13
46 C -1.554 -4.634 -4.119  0.18
47 C -1.047 -3.462 -3.642  -1.24
48 H 0.955 -2.538 -0.266  0.13
49 H 0.973 -2.856 -2.012  0.29
50 H 0.412 -4.106 -0.893  0.24
51 H -1.321 -1.967 0.866  0.09
52 H -1.730 -3.646 0.468  0.20
53 H -2.795 -2.333 -0.035  0.47
54 H -2.127 -0.750 -1.791  0.21
55 H -3.869 -2.363 -2.037  0.19
56 H -4.700 -4.457 -2.901  0.36
57 H -3.238 -6.035 -4.200  0.17
58 H -0.983 -5.159 -4.889  0.37
59 H -0.127 -3.056 -4.054  0.22

Results
Total charge: -2
LUMO energy: 0.1389 Ha
Kohn-Sham gap: 2.00 eV
Spin multiplicity: 1
Electronic energy: -1628.12017 a.u.